one.
C15H23ClN4O4S in the gas phase. Source: the OMol25 dataset; level of theory: ωB97M-V with the def2-TZVPD basis set.

Geometry (Å):
C (-0.909, -2.012, 0.735)
O (0.274, -1.376, 1.074)
C (1.371, -1.936, 0.430)
C (1.160, -1.763, -1.042)
O (1.379, -2.638, -1.839)
N (0.701, -0.516, -1.320)
C (0.377, -0.064, -2.618)
C (-1.059, 0.406, -2.705)
C (-1.234, 1.254, -3.899)
O (-0.743, 0.402, -4.927)
N (-1.480, 1.066, -1.511)
C (-2.097, 2.276, -1.403)
O (-2.359, 3.004, -2.339)
C (-2.488, 2.647, 0.021)
C (-1.498, 2.319, 1.067)
C (-0.228, 2.885, 1.259)
C (0.228, 2.236, 2.377)
Cl (1.681, 2.426, 3.227)
N (-0.687, 1.363, 2.801)
C (-0.626, 0.519, 3.971)
N (-1.755, 1.390, 2.001)
C (2.579, -1.146, 0.903)
C (3.351, -1.951, 1.963)
S (2.291, -3.331, 2.474)
C (1.593, -3.374, 0.804)
H (-1.705, -1.400, 1.152)
H (-1.039, -2.071, -0.357)
H (-0.968, -3.022, 1.160)
H (0.604, 0.132, -0.548)
H (1.062, 0.736, -2.922)
H (0.519, -0.885, -3.302)
H (-1.691, -0.483, -2.835)
H (-2.283, 1.518, -4.021)
H (-0.658, 2.183, -3.806)
H (-0.856, 0.861, -5.756)
H (-1.379, 0.528, -0.660)
H (-2.691, 3.713, -0.004)
H (-3.428, 2.140, 0.265)
H (0.262, 3.651, 0.691)
H (-0.692, 1.118, 4.881)
H (-1.463, -0.153, 3.917)
H (0.292, -0.060, 3.975)
H (3.237, -0.905, 0.066)
H (2.224, -0.203, 1.312)
H (4.276, -2.347, 1.549)
H (3.598, -1.351, 2.832)
H (0.673, -3.951, 0.797)
H (2.287, -3.835, 0.109)

Summary:
molecular weight	390.89	g/mol
2S+1	1
LUMO energy	0.48	eV
gap between HOMO and LUMO	9.17	eV
HOMO level	-8.7	eV
SMILES	CO[C@@]1(C(=O)NC[C@H](CO)NC(=O)Cc2cc(Cl)n(C)n2)CCSC1

two.
C15H23ClN4O4S in the gas phase. Source: the OMol25 dataset; level of theory: ωB97M-V with the def2-TZVPD basis set.

Geometry (Å):
C (-0.093, -2.107, -0.305)
O (0.383, -1.252, 0.721)
C (1.769, -0.909, 0.661)
C (2.026, -0.182, -0.672)
O (2.643, -0.711, -1.583)
N (1.447, 1.034, -0.773)
C (1.292, 1.693, -2.055)
C (0.115, 1.124, -2.843)
C (0.034, 1.772, -4.221)
O (1.211, 1.435, -4.932)
N (-1.199, 1.279, -2.199)
C (-1.491, 1.860, -1.003)
O (-0.780, 2.674, -0.438)
C (-2.812, 1.439, -0.374)
C (-2.522, 0.760, 0.928)
C (-2.023, 1.337, 2.110)
C (-1.874, 0.263, 2.950)
Cl (-1.329, 0.206, 4.569)
N (-2.268, -0.847, 2.296)
C (-2.136, -2.225, 2.716)
N (-2.663, -0.552, 1.046)
C (2.021, -0.068, 1.908)
C (1.902, -1.018, 3.093)
S (2.620, -2.607, 2.552)
C (2.694, -2.114, 0.804)
H (-1.172, -2.156, -0.183)
H (0.133, -1.712, -1.300)
H (0.328, -3.112, -0.227)
H (0.854, 1.363, -0.028)
H (1.172, 2.760, -1.891)
H (2.186, 1.514, -2.648)
H (0.296, 0.054, -2.976)
H (-0.860, 1.406, -4.739)
H (-0.069, 2.857, -4.095)
H (1.202, 1.877, -5.786)
H (-1.863, 0.575, -2.478)
H (-3.395, 2.346, -0.210)
H (-3.385, 0.764, -1.009)
H (-1.802, 2.370, 2.313)
H (-2.420, -2.323, 3.762)
H (-2.805, -2.818, 2.100)
H (-1.108, -2.565, 2.579)
H (3.027, 0.352, 1.849)
H (1.305, 0.752, 1.992)
H (2.436, -0.651, 3.967)
H (0.859, -1.172, 3.359)
H (2.407, -2.943, 0.165)
H (3.704, -1.822, 0.525)

Summary:
molecular weight	390.89	g/mol
2S+1	1
LUMO energy	0.57	eV
gap between HOMO and LUMO	8.96	eV
HOMO level	-8.4	eV
SMILES	CO[C@@]1(C(=O)NC[C@H](CO)NC(=O)Cc2cc(Cl)n(C)n2)CCSC1

Name the least stable of them. one.

one.
2 unconnected molecules or ions with the total composition C2HClN2OS. Source: the OMol25 dataset; level of theory: ωB97M-V with the def2-TZVPD basis set.

Geometry (Å):
N (-2.178, 1.466, 3.305)
N (-2.780, 1.577, 2.364)
S (-3.626, 1.543, 1.098)
O (0.074, -0.873, -0.974)
C (-0.274, 0.253, -0.970)
C (-0.818, 1.464, -0.835)
Cl (0.262, 2.836, -0.834)
H (-1.732, 1.817, -0.984)

Summary:
molecular weight	136.56	g/mol
2S+1	1
LUMO energy	-0.15	eV
gap between HOMO and LUMO	9.02	eV
HOMO level	-9.2	eV
SMILES	N#[N+][S-].O=C=CCl

two.
C2HClN2OS in the gas phase. Source: the OMol25 dataset; level of theory: ωB97M-V with the def2-TZVPD basis set.

Geometry (Å):
S (-0.170, 1.264, -1.636)
C (0.121, 0.291, -0.229)
N (1.172, 0.357, 0.549)
O (0.993, -0.584, 1.510)
N (-0.166, -1.258, 1.353)
C (-0.712, -0.747, 0.290)
Cl (-2.211, -1.272, -0.332)
H (0.973, 1.949, -1.504)

Summary:
molecular weight	136.56	g/mol
2S+1	1
LUMO energy	0.40	eV
gap between HOMO and LUMO	10.28	eV
HOMO level	-9.9	eV
SMILES	Sc1nonc1Cl

Name the least stable of them. one.

one.
2 unconnected molecules or ions with the total composition C5H10N. Source: the OMol25 dataset; level of theory: ωB97M-V with the def2-TZVPD basis set.

Geometry (Å):
C (1.481, -1.427, -1.355)
C (1.508, -0.402, -0.504)
C (0.769, -0.438, 0.755)
C (0.673, 0.608, 1.571)
H (1.024, -2.374, -1.095)
H (1.999, -1.376, -2.305)
H (1.972, 0.531, -0.808)
H (0.272, -1.374, 0.994)
H (0.012, 0.632, 2.426)
H (1.207, 1.523, 1.336)
C (-1.420, 0.768, -0.697)
N (-2.388, 0.661, 0.266)
H (-0.855, 1.681, -0.755)
H (-1.365, 0.015, -1.462)
H (-3.063, -0.081, 0.220)
H (-2.582, 1.409, 0.906)

Summary:
molecular weight	84.14	g/mol
2S+1	2
expectation value of S²	0.75
LUMO energy (spin up / spin down)	1.10 / 1.00	eV
gap between HOMO and LUMO (spin up / spin down)	6.87 / 9.60	eV
HOMO level (spin up / spin down)	-5.8 / -8.6	eV

two.
C5H10N in the gas phase. Source: the OMol25 dataset; level of theory: ωB97M-V with the def2-TZVPD basis set.

Geometry (Å):
C (0.646, 0.093, -1.849)
C (-0.475, 0.417, -0.824)
C (-0.119, 0.557, 0.612)
C (-0.288, 1.641, 1.409)
C (0.143, -1.908, 0.783)
N (0.137, -0.626, 1.261)
H (1.215, -0.775, -1.508)
H (1.303, 0.957, -1.884)
H (0.206, -0.203, -2.799)
H (-1.139, -0.454, -0.902)
H (-1.068, 1.251, -1.174)
H (-0.122, 2.639, 1.009)
H (-0.777, 1.692, 2.376)
H (0.386, -2.681, 1.478)
H (-0.097, -2.060, -0.251)
H (0.050, -0.541, 2.261)

Summary:
molecular weight	84.14	g/mol
2S+1	2
expectation value of S²	0.78
LUMO energy (spin up / spin down)	1.05 / 0.58	eV
gap between HOMO and LUMO (spin up / spin down)	7.34 / 8.71	eV
HOMO level (spin up / spin down)	-6.3 / -8.1	eV

Name the least stable of them. one.

one.
A molecular structure, C46H52MnN5O2Se. Source: the OMol25 dataset; level of theory: ωB97M-V with the def2-TZVPD basis set.

Geometry (Å):
Mn (-1.741, 0.527, 1.042)
C (-2.442, -2.819, 3.680)
C (-2.190, -2.324, 4.958)
C (-1.922, -0.987, 5.111)
C (-1.907, -0.133, 3.999)
N (-2.114, -0.632, 2.760)
C (-2.383, -1.944, 2.625)
N (-1.684, 1.202, 4.274)
C (-2.018, 2.108, 3.423)
N (-2.496, 1.916, 2.156)
C (-2.931, 3.118, 1.634)
N (-3.585, 3.321, 0.555)
C (-4.002, 2.292, -0.289)
C (-4.937, 2.660, -1.262)
C (-5.400, 1.726, -2.160)
C (-4.916, 0.424, -2.085)
C (-3.996, 0.132, -1.103)
N (-3.551, 1.028, -0.215)
C (-2.585, 4.184, 2.603)
C (-2.767, 5.551, 2.562)
C (-2.341, 6.285, 3.664)
C (-1.773, 5.659, 4.772)
C (-1.612, 4.278, 4.814)
C (-2.019, 3.560, 3.707)
H (-2.654, -3.862, 3.501)
H (-2.204, -2.981, 5.817)
H (-1.727, -0.543, 6.076)
H (-2.525, -2.287, 1.611)
H (-5.262, 3.690, -1.280)
H (-6.120, 2.005, -2.918)
H (-5.230, -0.344, -2.778)
H (-3.563, -0.856, -1.026)
H (-3.219, 6.023, 1.700)
H (-2.452, 7.362, 3.666)
H (-1.455, 6.260, 5.613)
H (-1.183, 3.779, 5.672)
C (4.217, -4.151, 0.744)
C (2.849, -4.762, 1.082)
C (2.803, -5.103, 2.578)
C (2.697, -6.061, 0.290)
C (1.746, -3.756, 0.761)
C (1.736, -2.517, 1.383)
C (0.740, -1.593, 1.120)
Se (0.900, 0.156, 1.905)
C (1.415, 1.068, 0.299)
C (2.751, 1.028, -0.070)
C (3.168, 1.622, -1.248)
C (2.182, 2.235, -2.017)
C (0.832, 2.294, -1.691)
C (0.426, 1.703, -0.472)
O (-0.833, 1.760, -0.053)
C (-0.091, 2.997, -2.705)
C (0.330, 4.470, -2.819)
C (-1.584, 2.972, -2.366)
C (0.062, 2.315, -4.075)
C (4.619, 1.613, -1.726)
C (5.538, 0.894, -0.739)
C (4.706, 0.891, -3.078)
C (5.119, 3.055, -1.888)
C (-0.313, -1.871, 0.235)
O (-1.310, -1.005, 0.041)
C (-0.281, -3.099, -0.464)
C (0.738, -4.000, -0.168)
C (-1.326, -3.416, -1.543)
C (-1.341, -2.309, -2.610)
C (-1.021, -4.729, -2.272)
C (-2.713, -3.573, -0.905)
H (5.016, -4.860, 0.973)
H (4.402, -3.241, 1.317)
H (4.272, -3.898, -0.316)
H (3.590, -5.818, 2.830)
H (1.840, -5.546, 2.841)
H (2.944, -4.215, 3.195)
H (3.503, -6.746, 0.560)
H (2.755, -5.887, -0.786)
H (1.750, -6.557, 0.510)
H (2.522, -2.240, 2.076)
H (3.448, 0.518, 0.580)
H (2.490, 2.702, -2.945)
H (0.215, 4.974, -1.858)
H (-0.296, 4.983, -3.553)
H (1.371, 4.572, -3.130)
H (-1.800, 3.502, -1.441)
H (-1.959, 1.953, -2.274)
H (-2.127, 3.464, -3.179)
H (1.081, 2.363, -4.458)
H (-0.591, 2.802, -4.803)
H (-0.224, 1.263, -4.010)
H (5.248, -0.151, -0.609)
H (5.534, 1.378, 0.239)
H (6.563, 0.911, -1.116)
H (4.358, -0.140, -2.985)
H (5.738, 0.876, -3.436)
H (4.094, 1.384, -3.835)
H (5.074, 3.587, -0.936)
H (4.519, 3.609, -2.611)
H (6.154, 3.060, -2.238)
H (0.753, -4.937, -0.701)
H (-0.383, -2.286, -3.134)
H (-1.516, -1.327, -2.178)
H (-2.122, -2.514, -3.347)
H (-0.040, -4.707, -2.749)
H (-1.769, -4.881, -3.053)
H (-1.065, -5.592, -1.604)
H (-3.013, -2.677, -0.366)
H (-2.715, -4.412, -0.205)
H (-3.465, -3.773, -1.674)

Summary:
molecular weight	840.85	g/mol
2S+1	5
expectation value of S²	6.04
LUMO energy (spin up / spin down)	-0.70 / -0.70	eV
gap between HOMO and LUMO (spin up / spin down)	6.76 / 6.74	eV
HOMO level (spin up / spin down)	-7.5 / -7.4	eV

two.
A molecular structure, C46H52MnN5O2Se. Source: the OMol25 dataset; level of theory: ωB97M-V with the def2-TZVPD basis set.

Geometry (Å):
Mn (-1.823, 0.589, 1.020)
C (-1.205, -2.527, 3.998)
C (-0.761, -1.836, 5.123)
C (-0.957, -0.477, 5.171)
C (-1.527, 0.197, 4.080)
N (-1.889, -0.474, 2.960)
C (-1.763, -1.810, 2.967)
N (-1.742, 1.536, 4.258)
C (-2.235, 2.326, 3.374)
N (-2.525, 2.095, 2.047)
C (-3.251, 3.169, 1.574)
N (-3.933, 3.285, 0.493)
C (-4.050, 2.320, -0.472)
C (-4.978, 2.594, -1.492)
C (-5.115, 1.730, -2.553)
C (-4.311, 0.594, -2.596)
C (-3.448, 0.372, -1.549)
N (-3.324, 1.186, -0.495)
C (-3.288, 4.218, 2.606)
C (-3.846, 5.481, 2.630)
C (-3.762, 6.196, 3.818)
C (-3.151, 5.654, 4.947)
C (-2.592, 4.383, 4.919)
C (-2.664, 3.687, 3.729)
H (-1.106, -3.599, 3.917)
H (-0.300, -2.366, 5.945)
H (-0.679, 0.125, 6.024)
H (-2.124, -2.323, 2.092)
H (-5.557, 3.501, -1.407)
H (-5.827, 1.937, -3.340)
H (-4.344, -0.090, -3.432)
H (-2.802, -0.493, -1.538)
H (-4.336, 5.884, 1.753)
H (-4.193, 7.187, 3.876)
H (-3.128, 6.229, 5.863)
H (-2.123, 3.941, 5.788)
C (4.001, -4.340, -0.137)
C (2.694, -4.929, 0.414)
C (2.895, -5.326, 1.886)
C (2.378, -6.202, -0.378)
C (1.576, -3.895, 0.325)
C (1.716, -2.670, 0.964)
C (0.718, -1.720, 0.894)
Se (1.021, -0.028, 1.795)
C (1.651, 0.989, 0.293)
C (3.010, 1.011, 0.038)
C (3.497, 1.702, -1.059)
C (2.546, 2.309, -1.875)
C (1.174, 2.319, -1.649)
C (0.680, 1.682, -0.474)
O (-0.557, 1.750, -0.058)
C (0.314, 3.000, -2.728)
C (0.716, 4.473, -2.879)
C (-1.188, 2.948, -2.454)
C (0.551, 2.268, -4.064)
C (4.977, 1.774, -1.422)
C (5.856, 1.107, -0.360)
C (5.207, 1.052, -2.758)
C (5.418, 3.239, -1.555)
C (-0.502, -1.949, 0.220)
O (-1.412, -0.981, 0.151)
C (-0.692, -3.227, -0.365)
C (0.373, -4.126, -0.329)
C (-1.987, -3.644, -1.083)
C (-1.994, -3.019, -2.486)
C (-2.074, -5.170, -1.248)
C (-3.254, -3.241, -0.312)
H (4.809, -5.067, -0.026)
H (4.287, -3.430, 0.391)
H (3.891, -4.098, -1.195)
H (3.674, -6.088, 1.962)
H (1.971, -5.735, 2.299)
H (3.193, -4.471, 2.494)
H (3.194, -6.915, -0.248)
H (2.280, -5.989, -1.444)
H (1.462, -6.678, -0.025)
H (2.612, -2.434, 1.525)
H (3.662, 0.479, 0.718)
H (2.910, 2.808, -2.765)
H (0.564, 5.013, -1.943)
H (0.107, 4.946, -3.654)
H (1.764, 4.581, -3.162)
H (-1.448, 3.480, -1.540)
H (-1.519, 1.918, -2.357)
H (-1.721, 3.403, -3.295)
H (1.587, 2.345, -4.391)
H (-0.086, 2.699, -4.842)
H (0.305, 1.209, -3.962)
H (5.681, 0.029, -0.325)
H (5.665, 1.526, 0.629)
H (6.908, 1.269, -0.599)
H (4.879, 0.013, -2.692)
H (6.270, 1.065, -3.016)
H (4.652, 1.528, -3.568)
H (5.259, 3.775, -0.618)
H (4.863, 3.756, -2.339)
H (6.480, 3.285, -1.806)
H (0.254, -5.063, -0.851)
H (-1.156, -3.406, -3.068)
H (-1.888, -1.938, -2.431)
H (-2.925, -3.256, -3.008)
H (-1.385, -5.541, -2.008)
H (-3.083, -5.437, -1.565)
H (-1.870, -5.684, -0.307)
H (-3.320, -2.172, -0.129)
H (-3.297, -3.770, 0.643)
H (-4.133, -3.536, -0.889)

Summary:
molecular weight	840.85	g/mol
2S+1	5
expectation value of S²	6.05
LUMO energy (spin up / spin down)	-1.06 / -0.90	eV
gap between HOMO and LUMO (spin up / spin down)	6.05 / 6.21	eV
HOMO level (spin up / spin down)	-7.1 / -7.1	eV

Name the least stable of them. two.